The following is a quantum chemistry calculation of C4H12N2S as an isolated structure, from the OMol25 dataset.

The geometry in XYZ format:
```
19
C4H12N2S (ωB97M-V/def2-TZVPD)
C -0.457 -1.038 1.470
N -0.404 -1.821 0.128
C 0.201 -0.828 -0.809
C 1.478 -0.183 -0.279
S 2.538 0.693 -1.426
C -0.818 0.267 -1.179
N -1.261 1.016 0.079
H 0.557 -1.009 1.983
H -1.138 -1.504 2.110
H -1.096 0.229 1.009
H 0.159 -2.697 0.090
H 0.479 -1.336 -1.856
H 2.022 -0.894 0.344
H 1.034 0.518 0.336
H 0.763 2.940 0.494
H 0.200 3.383 0.874
H -1.876 -0.224 -1.470
H -0.207 1.115 -1.753
H -2.173 1.374 -0.145
```

Results
max |F| = 4.120 eV Å⁻¹
ΔE to the lowest compared entry with this formula, charge and spin = 8.458 eV
gap between HOMO and LUMO = 4.21 eV
LUMO level = -3.390 eV
calculated total energy = -666.98406 hartree